C26H30Br2N4O8PRb | wB97M-V/def2-TZVPD

The value obtained for the energy relative to the best compared isomer or geometry (same formula, charge and spin) is 1.385 eV. Its HOMO-LUMO gap is 0.251 hartree. Its net charge is -2.

XYZ file:
```
72
C26H30Br2N4O8PRb wB97M-V/def2-TZVPD
Rb 1.58228 0.04651 0.53626
O -1.67897 0.33682 2.62592
C -0.79393 0.97093 3.52564
C 0.26674 0.02894 4.09580
N 1.43671 -0.16497 3.25399
C 2.07938 -1.46601 3.48087
C 2.94242 -2.01618 2.30094
O 2.82300 -3.23678 2.06912
O 3.65873 -1.19920 1.67825
C 2.40305 0.94361 3.41475
C 2.05520 2.28271 2.69244
O 1.78385 3.26294 3.40692
O 2.10857 2.26748 1.43412
H -1.38004 0.43004 1.70807
H -1.41224 1.30800 4.36709
H -0.34557 1.86243 3.08497
H -0.22464 -0.93841 4.23510
H 0.57502 0.39620 5.09326
H 1.30454 -2.21238 3.66330
H 2.72868 -1.43456 4.37704
H 3.35083 0.59914 3.00286
H 2.52346 1.16222 4.48913
O -6.39755 1.40991 -3.06739
C -5.93549 0.30431 -2.72677
O -6.33503 -0.84144 -3.01135
C -4.59509 0.35783 -1.93923
C -3.93806 -0.80655 -1.55049
C -2.73747 -0.70393 -0.86254
N -2.18644 0.45458 -0.53178
C -2.79830 1.56736 -0.88323
C -3.99733 1.57161 -1.59188
C -2.12784 2.83848 -0.47378
C -2.55167 4.06342 -0.98899
C -1.92077 5.22123 -0.56568
C -0.88964 5.12713 0.36450
C -0.52383 3.86671 0.81935
N -1.11872 2.74780 0.40483
C -1.96340 -1.90967 -0.48900
C -2.32515 -3.18113 -0.93316
C -1.53068 -4.26758 -0.59735
C -0.38368 -4.05202 0.15643
C -0.11045 -2.74182 0.53229
N -0.88130 -1.70773 0.23660
H -4.39914 -1.74970 -1.80797
H -4.51240 2.47630 -1.88628
H -3.35007 4.10867 -1.71496
H -2.22995 6.18232 -0.95975
H -0.36970 6.00106 0.73249
H 0.29754 3.74306 1.52801
H -3.20711 -3.31774 -1.54182
H -1.80077 -5.26340 -0.93332
H 0.28953 -4.84738 0.44550
H 0.78222 -2.53486 1.10854
Br 0.67116 2.45734 -3.34704
C 1.54597 2.50361 -1.62715
Br 3.46731 2.32334 -1.75807
H 1.16835 1.68812 -1.03315
H 1.33292 3.45811 -1.16873
C 3.35409 -2.56973 -1.16227
P 2.39680 -1.68879 -2.40366
C 1.34913 -2.92090 -3.21740
C 3.58897 -1.16555 -3.66629
O 1.59086 -0.54906 -1.88955
H 4.14104 -3.14726 -1.65025
H 2.72312 -3.24135 -0.57751
H 3.79457 -1.88240 -0.43165
H 1.92464 -3.77431 -3.57610
H 0.82826 -2.44761 -4.05016
H 0.60434 -3.26578 -2.49828
H 4.09276 -2.01916 -4.11869
H 4.32650 -0.51022 -3.20210
H 3.05985 -0.59473 -4.42963
```